[1]
Here is a cluster of 3 separate species, C17H34Br2F2O12P2S in total from the Open Molecules 2025 dataset. Energies are from ωB97M-V/def2-TZVPD.

Properties
- E_HOMO (eV) = -9.48
- gap between HOMO and LUMO (eV) = 9.50
- SMILES = CC[C@H](F)[C@@]1(/C(Br)=C(/C)Br)OS(=O)(=O)O[C@@H]1C[C@@H](C)F.COP(=O)(OC)OC.COP(=O)(OC)OC
- E_LUMO (eV) = 0.018

Structure (ORCA input):
```
! RIJCOSX wB97M-V def2-TZVPD def2/J DEFGRID3
* xyz 0 1
Br -3.04988 -1.10713 2.99309
Br 0.43599 -3.91886 2.10051
S 1.20235 -1.63654 -0.33919
P -1.46894 6.32382 1.03193
P 3.84618 -6.74075 -3.53474
F -1.26039 0.61027 -0.59506
F -1.26479 1.22445 3.95499
O -0.90773 7.70398 1.64170
O 1.38076 -0.75736 -1.43977
O 3.78026 -8.16549 -3.19678
O 1.86804 -2.88700 -0.44272
O 5.15656 -6.01876 -2.85249
O 2.71000 -6.01507 -2.68616
O 4.39252 -6.70063 -5.04757
O -0.37218 -1.78826 -0.08846
O -2.98486 6.91073 0.75304
O 1.52428 -1.00768 1.06062
O -1.39161 5.39713 -0.27710
O -1.44957 5.39061 2.16486
C -3.04862 -0.90036 -0.25578
C -3.39357 7.44970 -0.50126
C -0.00897 1.46806 3.40916
C -1.86116 -3.76399 3.75797
C -1.49156 -1.84439 2.17578
C -2.48419 4.75186 -0.92361
C -3.45908 -0.33518 -1.61236
C -0.13633 2.59246 2.39489
C 2.83543 -5.56213 -1.33526
C -1.90319 -0.11294 0.41260
C -0.82406 -1.04198 1.05655
C 0.65320 0.19692 2.88590
C -1.11485 -3.02526 2.68212
C 5.23861 -4.61185 -2.63269
C -1.47558 8.99099 1.38351
C 5.39523 -5.79314 -5.50762
C 0.37979 -0.13152 1.43286
H -0.26433 3.53127 2.92262
H -3.83728 0.67966 -1.50632
H 0.73814 2.68866 1.75290
H 3.02430 -4.49880 -1.31345
H 0.43057 -0.64563 3.54102
H -4.28282 -0.94393 -1.98802
H -3.32091 4.59780 -0.24482
H 6.36130 -6.06342 -5.08675
H -4.29624 6.93422 -0.82707
H -2.43643 9.07826 1.88498
H 1.72849 0.35751 2.96568
H -2.82989 -1.96524 -0.30956
H -2.11029 3.78967 -1.26972
H 3.60935 -6.10790 -0.79763
H -2.65663 -0.40069 -2.34056
H -2.27152 0.63239 1.11310
H 0.61145 1.83794 4.22812
H -1.03222 2.42742 1.79687
H -2.92973 -3.76318 3.56395
H -2.79787 5.31395 -1.80054
H 5.15193 -4.75970 -5.27017
H -3.90167 -0.79130 0.41196
H 4.31129 -4.09444 -2.88061
H -1.55701 -4.80812 3.71466
H -1.62181 -3.38387 4.74925
H 0.52942 0.70671 0.76112
H -3.63600 8.50580 -0.37727
H -0.79052 9.72611 1.79919
H 1.87299 -5.72798 -0.85668
H -1.58101 9.18515 0.31878
H 5.44049 -5.89395 -6.58976
H 5.47275 -4.43423 -1.58376
H 6.05086 -4.20083 -3.23422
H -2.62720 7.34597 -1.27071
*
```

[2]
Here is a cluster of 2 separate species, C8H18NO3P in total from the Open Molecules 2025 dataset. Energies are from ωB97M-V/def2-TZVPD.

Properties
- E_HOMO (eV) = -8.32
- gap between HOMO and LUMO (eV) = 9.00
- relative energy (zero: lowest compared OMol25 entry of this formula, charge and spin) (kJ/mol) = 705.4
- SMILES = CCC/C=[N+](\[O-])O.OCC/C=C\P
- E_LUMO (eV) = 0.683

Structure (ORCA input):
```
! RIJCOSX wB97M-V def2-TZVPD def2/J DEFGRID3
* xyz 0 1
P -0.11692 2.43440 -0.35440
O 0.44780 -2.50932 -0.23719
O -3.20227 -1.48769 -0.16296
O -0.82235 -1.37703 -1.70446
N 0.21472 -1.41244 -0.76281
C -3.78368 -0.41722 0.46666
C 2.06946 -0.15537 0.22487
C 0.74560 -0.27266 -0.59536
C -0.52102 1.37299 1.00063
C 3.24443 -0.56813 -0.63506
C -2.86623 0.75496 0.29789
C -1.65027 0.74550 1.24885
C 4.48829 -0.17749 0.05673
H -0.98746 2.03092 -1.38089
H -1.81063 0.25896 2.26307
H -3.96276 -0.65389 1.46801
H 4.68701 -0.79734 0.97335
H -2.51909 0.75208 -0.79117
H -3.39600 1.64805 0.73131
H 0.18593 1.29519 1.80813
H -1.41114 -2.17875 -1.46978
H -1.11468 3.25871 0.18060
H 2.14701 -0.46968 1.28240
H -3.71336 -2.26556 -0.01707
H 3.07655 -1.62746 -0.85855
H -4.79329 -0.10983 -0.03180
H 0.42452 0.45297 -1.29994
H 4.28190 0.83885 0.31391
H 2.22330 0.90281 0.25230
H 5.31564 -0.20438 -0.63903
H 3.11898 -0.06210 -1.62826
*
```

[3]
Here is a cluster of 5 separate species, C10H30O5 in total from the Open Molecules 2025 dataset. Energies are from ωB97M-V/def2-TZVPD.

Properties
- E_HOMO (alpha / beta) (eV) = 0.79 / -7.14
- <S²> = 0.75
- gap between HOMO and LUMO (alpha / beta) (eV) = 2.07 / 9.89
- relative energy (zero: lowest compared OMol25 entry of this formula, charge and spin) (kJ/mol) = 0.0
- E_LUMO (alpha / beta) (eV) = 2.855 / 2.755

Structure (ORCA input):
```
! RIJCOSX wB97M-V def2-TZVPD def2/J DEFGRID3
* xyz -1 2
O 2.87045 4.86266 1.46372
O -2.53156 1.86170 0.98494
O 0.06095 -2.26162 0.66768
O -2.14320 -0.61812 0.18123
O -0.48766 -5.17764 0.15001
C 3.96718 3.32945 -0.01101
C -1.71787 2.97066 0.97032
C -2.12998 -1.35876 -1.95733
C -2.04132 3.67831 -0.29589
C -3.05420 -0.92844 -0.84762
C 0.81002 -0.28865 1.76196
C 0.32996 -4.43820 -1.93216
C 1.20870 -1.53589 0.84607
C 2.82892 3.56492 1.00305
C 0.52948 -5.41375 -0.77727
H -0.67987 2.64826 1.05223
H 0.76620 -4.78056 -2.87056
H 4.09033 2.26593 -0.21560
H -3.74269 -1.69246 -0.48657
H 3.81641 3.82739 -0.96884
H 1.71677 0.31603 1.77813
H -1.37404 4.51591 -0.49904
H 0.46397 -0.59906 2.74786
H -3.06082 4.06076 -0.24647
H -1.93603 2.98403 -1.12955
H -0.73831 -4.39090 -2.14352
H 1.49008 -5.17146 -0.32269
H 0.53192 -6.43144 -1.16767
H 3.77908 5.12519 1.62824
H 2.94686 2.95029 1.89546
H -1.41670 -0.54268 -2.07280
H -1.55159 -2.21202 -1.60306
H 1.97347 -2.18008 1.27994
H 0.06806 0.30055 1.22305
H -1.85996 3.62108 1.83338
H -2.68977 -1.63246 -2.85166
H 0.81378 -3.47233 -1.78685
H -0.67725 -1.65291 0.58928
H -0.26988 -4.29222 0.45035
H 1.84582 3.50704 0.53586
H 4.94117 3.64274 0.36490
H -2.23530 0.32464 0.33721
H 1.45218 -1.16035 -0.14780
H -3.22715 1.97677 1.63649
H -3.73659 -0.10229 -1.04738
*
```

[4]
Here is a cluster of 2 separate species, C3H3N3O in total from the Open Molecules 2025 dataset. Energies are from ωB97M-V/def2-TZVPD.

Properties
- E_HOMO (eV) = -9.68
- gap between HOMO and LUMO (eV) = 10.31
- relative energy (zero: lowest compared OMol25 entry of this formula, charge and spin) (kJ/mol) = 88.1
- SMILES = N=C=CC=O.N#N
- E_LUMO (eV) = 0.638

Structure (ORCA input):
```
! RIJCOSX wB97M-V def2-TZVPD def2/J DEFGRID3
* xyz 0 1
O -1.59568 0.15858 1.38955
N 0.43988 2.15123 -0.89037
N 2.12451 -0.16129 0.48444
N -0.52162 2.66769 -0.74208
C 1.02870 -0.64737 0.28088
C -0.14821 -1.21188 0.06415
C -1.41748 -0.55289 0.42609
H 2.49484 0.47012 -0.22534
H -0.17089 -2.14602 -0.48745
H -2.23405 -0.72818 -0.29988
*
```

[5]
Here is the molecule C4H5N3S from the Open Molecules 2025 dataset. Energies are from ωB97M-V/def2-TZVPD.

Properties
- E_HOMO (eV) = -8.99
- gap between HOMO and LUMO (eV) = 8.96
- relative energy (zero: lowest compared OMol25 entry of this formula, charge and spin) (kJ/mol) = 281.5
- SMILES = CC1=NSC=NN=C1
- E_LUMO (eV) = -0.038

Structure (ORCA input):
```
! RIJCOSX wB97M-V def2-TZVPD def2/J DEFGRID3
* xyz 0 1
S -0.72753 0.90195 1.24069
N 0.84179 -1.31592 1.07854
N 1.68091 -0.63100 0.24238
N -1.11533 0.62129 -0.43380
C -0.52599 -0.04677 -2.64561
C 1.23153 -0.04295 -0.78880
C -0.13991 -0.73532 1.63599
C -0.18667 0.17501 -1.19120
H -0.70662 -1.32281 2.37796
H 1.97399 0.32261 -1.47238
H -0.37616 -1.09216 -2.90409
H -1.53501 0.29547 -2.84632
H 0.15888 0.54527 -3.27831
*
```

Respective electronic energy values: -217682.874, -25503.002, -21091.262, -9676.541, -19531.963 eV.